*P*
Molecular formula: C4H6N4
Method: DFT, ωB97M-V/def2-TZVPD

Geometry as ORCA input:
```
! RIJCOSX wB97M-V def2-TZVPD def2/J DEFGRID3
* xyz 0 1
C -1.3889 -1.2984 -0.0062
C -1.7910 0.2315 -0.0954
C 1.5055 0.7890 -0.0286
C 1.9270 -0.5560 -0.0529
H -2.2625 -1.7498 -0.6306
H -1.2079 -1.4291 1.1190
H -2.8294 0.5988 0.2164
H 0.6245 2.5456 0.4458
H 2.2815 1.6439 -0.3262
H 3.1194 -0.5789 -0.2579
N -1.1021 1.4016 0.0051
N 0.3311 1.4535 -0.1780
N 0.9120 -1.6329 0.2495
N -0.1191 -1.4189 -0.4601
*
```

Calculated values
**Gap between HOMO and LUMO**: 7.77 eV


*Q*
Molecular formula: C4H6N4
Method: DFT, ωB97M-V/def2-TZVPD

Geometry as ORCA input:
```
! RIJCOSX wB97M-V def2-TZVPD def2/J DEFGRID3
* xyz 0 1
C 0.0294 -1.1429 -0.9649
C 0.5103 -1.5684 0.5266
C -0.1742 1.9763 0.8394
C 0.1618 0.4210 -0.4052
H -2.2072 -0.9723 -1.1044
H -0.8946 -1.8492 -2.5177
H 0.8495 -1.4317 -1.5948
H 1.4981 -2.0901 0.6443
H -0.3017 -1.9121 1.3774
H -0.3188 2.9641 1.1567
N -1.1821 -1.8317 -1.3613
N 0.8452 0.0799 0.5798
N 0.6232 1.1451 1.4867
N -0.5418 1.6318 -0.4105
*
```

Calculated values
**Gap between HOMO and LUMO**: 9.89 eV


Which one is most stable, and which one is least stable? *Q* is the most stable of them, while *P* is the least stable.


*P*
Molecular formula: C23H29N3O3
Method: DFT, ωB97M-V/def2-TZVPD

Geometry as ORCA input:
```
! RIJCOSX wB97M-V def2-TZVPD def2/J DEFGRID3
* xyz 0 1
C 2.4941 1.4508 3.0962
C 3.1735 1.6438 1.7496
C 2.5285 2.7114 0.8546
N 2.7137 2.1943 -0.4988
C 1.9675 2.5194 -1.5841
O 2.1342 1.9773 -2.6669
C 0.9247 3.5985 -1.3685
C 0.0768 3.8247 -2.6168
C -0.9004 2.6802 -2.9050
C -2.2117 3.1191 -2.2386
N -2.0975 4.5676 -2.2448
C -0.8249 5.0289 -2.3725
O -0.4752 6.1872 -2.2707
C 3.5611 1.0118 -0.5130
C 3.3005 0.3918 0.8600
N 2.1588 -0.5278 0.8334
C 0.8322 -0.2502 0.8130
O 0.3506 0.8712 0.8136
C -0.0515 -1.4614 0.7804
C -1.1667 -1.7875 1.8048
C -1.2402 -2.9113 0.7305
C -2.1773 -4.0644 0.6915
C -1.7048 -5.3719 0.7100
C -2.5867 -6.4440 0.6726
C -3.9537 -6.2179 0.6163
C -4.4353 -4.9140 0.5975
C -3.5533 -3.8468 0.6349
C 0.3077 -2.9717 0.7892
C -1.0850 -1.7820 -0.3291
H 1.4441 1.1916 2.9694
H 2.9845 0.6650 3.6732
H 2.5461 2.3701 3.6817
H 4.2119 1.9422 1.9244
H 1.4721 2.8120 1.0896
H 3.0155 3.6829 0.9797
H 0.2901 3.3005 -0.5280
H 1.4143 4.5307 -1.0738
H 0.7335 4.0294 -3.4602
H -1.0475 2.5780 -3.9799
H -0.5439 1.7252 -2.5241
H -3.0883 2.7903 -2.7971
H -2.2924 2.7292 -1.2189
H -2.8272 5.1888 -1.9381
H 3.2731 0.3687 -1.3421
H 4.6179 1.2711 -0.6333
H 4.1467 -0.2110 1.1892
H 2.3906 -1.5066 0.8182
H -0.8369 -2.0936 2.7985
H -1.9999 -1.0864 1.8367
H -0.6370 -5.5503 0.7534
H -2.2046 -7.4565 0.6872
H -4.6423 -7.0519 0.5868
H -5.5011 -4.7311 0.5533
H -3.9316 -2.8312 0.6198
H 0.8063 -3.3594 -0.1019
H 0.7393 -3.3638 1.7128
H -1.9135 -1.0802 -0.4198
H -0.6794 -2.0809 -1.2964
*
```

Calculated values
**Gap between HOMO and LUMO**: 9.37 eV


*Q*
Molecular formula: C23H29N3O3
Method: DFT, ωB97M-V/def2-TZVPD

Geometry as ORCA input:
```
! RIJCOSX wB97M-V def2-TZVPD def2/J DEFGRID3
* xyz 0 1
O -2.7669 -1.6337 0.9989
C -1.9409 -0.9638 0.4013
C -2.1223 0.5450 0.2144
O -1.2489 1.3039 0.6197
N -3.2457 0.9701 -0.3808
C -4.3193 0.1327 -0.8632
C -5.5757 0.3659 -0.0232
C -5.9564 1.8438 -0.0572
C -4.7763 2.6944 0.4061
C -3.5442 2.3870 -0.4437
C -0.6691 -1.4473 -0.0742
C 0.2502 -0.7275 -0.8122
N 1.3856 -1.4358 -0.9779
C 2.5871 -0.9472 -1.6044
C 2.6405 0.5893 -1.6394
O 2.7391 1.1531 -2.7145
N 2.5542 1.2513 -0.4714
C 2.4853 0.6596 0.8462
C 3.5539 1.1971 1.8062
C 3.2980 2.6308 2.2696
C 3.8780 3.7037 1.3433
C 3.7326 3.4052 -0.1520
C 2.4291 2.6986 -0.5291
C 1.2384 -2.6631 -0.3685
C 2.1211 -3.7299 -0.2705
C 1.6930 -4.8479 0.4161
C 0.4229 -4.9062 0.9926
C -0.4580 -3.8499 0.8992
C -0.0498 -2.7135 0.2090
H -4.5182 0.4031 -1.9084
H -4.0268 -0.9150 -0.8245
H -5.3700 0.0564 1.0027
H -6.3894 -0.2490 -0.4095
H -6.2295 2.1252 -1.0776
H -6.8217 2.0230 0.5829
H -4.5507 2.4682 1.4500
H -5.0152 3.7561 0.3296
H -3.7277 2.6633 -1.4883
H -2.6691 2.9261 -0.0770
H 0.1483 0.2567 -1.2265
H 3.4609 -1.3459 -1.0790
H 2.6369 -1.2782 -2.6491
H 2.6150 -0.4187 0.7772
H 1.4895 0.8541 1.2651
H 3.5458 0.5402 2.6786
H 4.5393 1.1195 1.3440
H 3.7359 2.7707 3.2602
H 2.2212 2.7728 2.3766
H 4.9399 3.8346 1.5628
H 3.3829 4.6496 1.5718
H 3.7966 4.3463 -0.6999
H 4.5596 2.7818 -0.4965
H 1.6079 3.0027 0.1232
H 2.1720 2.9442 -1.5617
H 3.1034 -3.6951 -0.7178
H 2.3539 -5.6968 0.5090
H 0.1299 -5.8015 1.5203
H -1.4402 -3.8873 1.3422
*
```

Calculated values
**Gap between HOMO and LUMO**: 8.76 eV
**SMILES string**: O=C(C(=O)N1CCCCC1)c1cn(CC(=O)N2CCCCCC2)c2ccccc12


Which one is most stable, and which one is least stable? *Q* is the most stable of them, while *P* is the least stable.


*P*
Molecular formula: C4H5N2
Method: DFT, ωB97M-V/def2-TZVPD

Geometry as ORCA input:
```
! RIJCOSX wB97M-V def2-TZVPD def2/J DEFGRID3
* xyz 1 1
H -1.1037 -2.1651 -2.7918
N -0.8612 -1.5708 -2.1060
C -0.5028 -0.3950 -2.1378
C -0.3859 -0.0499 -0.7206
N -0.0033 -0.0467 0.3773
C 0.2398 0.0430 1.6651
C 0.6914 1.2675 2.0493
H -0.0653 0.2044 -2.9735
H 0.3005 -0.8749 2.3706
H 0.6505 2.0879 1.3052
H 1.0401 1.4996 2.9623
*
```

Calculated values
**Gap between HOMO and LUMO**: 9.25 eV
**SMILES string**: [H]/N=C/C#[N+]C=C


*Q*
Molecular formula: C4H5N2
Method: DFT, ωB97M-V/def2-TZVPD

Geometry as ORCA input:
```
! RIJCOSX wB97M-V def2-TZVPD def2/J DEFGRID3
* xyz 1 1
C -2.4482 -0.4149 0.3100
C -1.0475 -0.0271 -0.4193
C 1.9640 -0.7409 -0.0742
C 1.1801 0.1969 -0.3875
N -1.6382 -1.2451 -0.3961
N -2.1178 0.8384 -0.3574
H -2.8081 -0.6739 1.2050
H 2.9408 -0.5319 -0.5949
H 1.7172 -1.6798 0.5137
H 1.0889 1.1583 -0.9634
H -1.8445 1.6445 0.1973
*
```

Calculated values
**Gap between HOMO and LUMO**: 10.12 eV


*R*
Molecular formula: C4H5N2
Method: DFT, ωB97M-V/def2-TZVPD

Geometry as ORCA input:
```
! RIJCOSX wB97M-V def2-TZVPD def2/J DEFGRID3
* xyz 1 1
C 1.7941 -0.7856 0.0185
N 0.9920 0.1307 0.2313
C 0.2851 1.1815 0.0678
C -1.1079 1.1514 -0.0296
C -1.6098 -0.0881 -0.0582
N -1.7043 -1.2437 0.1173
H 2.1076 -1.0420 -0.9910
H 2.1977 -1.3682 0.8415
H 0.7925 2.1341 0.1265
H -1.7087 2.0392 -0.0648
H -2.0384 -2.1092 -0.2593
*
```

Calculated values
**Gap between HOMO and LUMO**: 9.40 eV
**SMILES string**: C=N/C=C\C#[NH+]


Which one is most stable, and which one is least stable? *R* is the most stable of them, while *Q* is the least stable.